1.
C5H5ClN2O2 | ωB97M-V with the def2-TZVPD basis set

Calculated values
**Lowest unoccupied orbital energy**: -1.99 eV
**Orbital gap**: 7.36 eV
**HOMO energy**: -9.36 eV
**Relative energy (zero: lowest compared OMol25 entry of this formula, charge and spin)**: 337.7 kJ/mol

Each line ends with the natural charge from an NBO analysis.
Positions of all 15 atoms, in Å:
C -1.527 -0.549 -1.884  -0.18
O -2.747 3.712 0.125  -0.50
C -2.018 -0.528 -0.659  0.41
N -1.088 -0.314 0.281  -0.57
O -2.588 2.015 1.655  -0.53
H -1.322 -0.143 1.254  0.46
H 1.454 0.617 1.085  0.23
H 1.409 1.080 -0.808  0.26
Cl -4.261 -0.957 0.523  -0.35
N -0.243 -0.452 -1.713  -0.42
C 0.040 -0.143 -0.416  0.34
H -1.915 -0.965 -2.817  0.24
C 1.380 0.277 0.022  -0.66
H 2.157 -0.395 -0.166  0.24
C -2.709 2.844 0.870  1.03

2.
C5H5ClN2O6S | ωB97M-V with the def2-TZVPD basis set

Calculated values
**Lowest unoccupied orbital energy**: -0.61 eV
**Orbital gap**: 9.31 eV
**HOMO energy**: -9.92 eV
**Relative energy (zero: lowest compared OMol25 entry of this formula, charge and spin)**: 182.3 kJ/mol

Each line ends with the natural charge from an NBO analysis.
Positions of all 20 atoms, in Å:
H 1.602 2.303 -1.646  0.29
H -3.324 -0.780 -1.063  0.50
H 0.378 0.868 -1.901  0.31
O -1.354 -0.064 -1.474  -0.52
H 0.922 -2.349 0.300  0.24
N -1.981 0.195 -0.427  0.33
C 1.731 0.596 -0.106  -0.05
C 1.123 -0.407 0.531  0.15
N 2.941 1.203 0.430  0.52
O 0.168 3.020 0.918  -0.90
C -1.503 1.050 0.411  -0.17
C 0.712 -1.545 0.903  -0.41
O 3.794 1.659 -0.307  -0.38
Cl -2.173 1.592 1.898  0.11
H 0.023 -1.648 1.758  0.24
O -1.137 3.119 -1.117  -0.91
C 1.048 1.429 -1.194  -0.62
O 2.968 1.263 1.620  -0.33
S -0.307 2.338 -0.224  2.11
O -3.115 -0.487 -0.143  -0.49

3.
C5H5ClNO | ωB97M-V with the def2-TZVPD basis set

Calculated values
**Lowest unoccupied orbital energy**: -7.53 eV
**Orbital gap**: 7.43 eV
**HOMO energy**: -14.96 eV
**Total charge**: +1
**Relative energy (zero: lowest compared OMol25 entry of this formula, charge and spin)**: 184.2 kJ/mol

Each line ends with the natural charge from an NBO analysis.
Positions of all 13 atoms, in Å:
O -1.655 -0.265 1.684  -0.68
C -0.200 0.008 -0.216  -0.23
H 0.588 -0.912 1.667  0.28
H -0.023 1.258 -2.032  0.23
Cl 3.425 0.489 -1.830  0.37
N 2.091 -0.466 0.195  -0.51
C 2.163 0.209 -0.921  0.31
H -1.346 0.486 2.141  0.48
C -1.687 -0.192 0.316  -0.06
C 0.245 0.561 -1.345  0.05
H -2.345 0.477 -0.311  0.20
H -2.094 -1.117 0.066  0.22
C 0.837 -0.535 0.585  0.35

4.
C5H5ClOS | ωB97M-V with the def2-TZVPD basis set

Calculated values
**Lowest unoccupied orbital energy**: -0.53 eV
**Orbital gap**: 7.46 eV
**HOMO energy**: -7.99 eV
**Relative energy (zero: lowest compared OMol25 entry of this formula, charge and spin)**: 166.3 kJ/mol

Each line ends with the natural charge from an NBO analysis.
Positions of all 13 atoms, in Å:
H -1.953 -1.392 1.852  0.25
C -0.619 -1.409 0.204  0.73
S 0.221 1.450 0.931  0.40
Cl 2.426 -0.331 0.234  -0.04
C 0.802 0.721 -1.716  -0.67
O -0.559 -2.319 -0.533  -0.46
C -0.912 0.445 1.706  -0.21
H 0.122 0.073 -2.270  0.23
H 0.452 1.746 -1.826  0.22
C -1.207 -0.825 1.310  -0.51
H -1.410 0.889 2.555  0.24
C 0.853 0.302 -0.272  -0.40
H 1.785 0.650 -2.176  0.23

5.
C5H5F | ωB97M-V with the def2-TZVPD basis set

Calculated values
**Lowest unoccupied orbital energy**: 1.06 eV
**Orbital gap**: 9.68 eV
**HOMO energy**: -8.62 eV
**SMILES**: C=C1[C@@H]2C[C@@]12F
**Relative energy (zero: lowest compared OMol25 entry of this formula, charge and spin)**: 278.3 kJ/mol

Each line ends with the natural charge from an NBO analysis.
Positions of all 11 atoms, in Å:
H -1.442 1.008 0.981  0.25
H 1.013 1.753 1.425  0.22
C -0.540 0.602 0.521  -0.24
F 1.370 -0.623 2.163  -0.32
H 1.400 1.365 -0.507  0.22
C -0.095 -0.674 -0.036  -0.02
C 0.785 -0.121 0.984  0.36
H 0.265 -2.548 -0.781  0.22
C -0.440 -1.715 -0.756  -0.49
C 0.882 1.220 0.510  -0.42
H -1.343 -1.598 -1.337  0.22

6.
C5H5F | ωB97M-V with the def2-TZVPD basis set

Calculated values
**Lowest unoccupied orbital energy**: 0.94 eV
**Orbital gap**: 10.54 eV
**HOMO energy**: -9.60 eV
**SMILES**: C#C[C@@H]1C[C@@H]1F
**Relative energy (zero: lowest compared OMol25 entry of this formula, charge and spin)**: 258.9 kJ/mol

Each line ends with the natural charge from an NBO analysis.
Positions of all 11 atoms, in Å:
H -0.075 -1.531 -0.886  0.24
H 2.983 -0.460 2.191  0.24
F 0.743 0.837 -2.399  -0.34
C 1.268 0.121 0.940  -0.01
C -0.620 -0.592 -0.686  -0.44
C 2.104 -0.006 1.769  -0.22
H -1.709 -0.722 -0.596  0.22
H -0.676 0.949 0.696  0.24
C 0.065 0.396 0.196  -0.33
C -0.214 0.702 -1.392  0.22
H -1.127 1.407 -1.634  0.18

7.
C5H5F2NS | ωB97M-V with the def2-TZVPD basis set

Calculated values
**Lowest unoccupied orbital energy (alpha / beta)**: -0.23 / -2.18 eV
**Orbital gap (alpha / beta)**: 8.75 / 6.93 eV
**HOMO energy (alpha / beta)**: -8.98 / -9.11 eV
**Relative energy (zero: lowest compared OMol25 entry of this formula, charge and spin)**: 375.7 kJ/mol

Each line ends with the natural charge from an NBO analysis.
Positions of all 14 atoms, in Å:
F -4.221 0.341 0.996  -0.34
C 2.040 -1.046 0.138  -0.27
C 0.756 -0.743 0.320  -0.06
H 3.709 0.183 -0.609  0.23
N 0.566 0.690 0.045  -0.50
F -4.021 -1.420 -0.197  -0.35
C 2.728 0.119 -0.213  -0.26
C 1.848 1.188 -0.250  -0.05
H -0.147 -1.399 0.129  0.23
H -2.942 0.371 -0.506  0.12
H 2.008 2.265 -0.214  0.23
S -0.873 1.518 0.183  0.24
C -3.978 -0.069 -0.251  0.54
H 2.526 -1.998 0.430  0.24

8.
C5H5F2NS | ωB97M-V with the def2-TZVPD basis set

Calculated values
**Lowest unoccupied orbital energy**: 0.90 eV
**Orbital gap**: 9.64 eV
**HOMO energy**: -8.73 eV
**SMILES**: FC(F)Sc1ccc[nH]1
**Relative energy (zero: lowest compared OMol25 entry of this formula, charge and spin)**: 47.5 kJ/mol

Each line ends with the natural charge from an NBO analysis.
Positions of all 14 atoms, in Å:
C -0.023 0.349 -0.692  -0.02
C -1.953 -0.597 -0.194  -0.06
H 0.683 -1.068 -2.101  0.23
C 1.933 0.909 1.202  0.43
C -1.332 -1.376 -1.115  -0.30
F 2.595 1.844 1.939  -0.35
S 1.322 1.537 -0.384  0.18
H -1.151 1.081 1.034  0.45
H 2.824 0.165 0.960  0.15
C -0.108 -0.744 -1.481  -0.30
N -1.102 0.448 0.148  -0.54
H -2.909 -0.771 0.393  0.22
F 0.935 0.495 1.955  -0.33
H -1.714 -2.272 -1.663  0.23

9.
C5H5F3N2 | ωB97M-V with the def2-TZVPD basis set

Calculated values
**Lowest unoccupied orbital energy**: 0.55 eV
**Orbital gap**: 9.71 eV
**HOMO energy**: -9.15 eV
**SMILES**: F/C=C(/F)n1ccnc1.F
**Relative energy (zero: lowest compared OMol25 entry of this formula, charge and spin)**: 117.0 kJ/mol

Each line ends with the natural charge from an NBO analysis.
Positions of all 15 atoms, in Å:
F 1.977 -1.944 2.085  -0.56
H -0.424 -0.538 -2.207  0.21
N -0.313 0.571 -0.381  -0.40
H -1.109 1.745 1.286  0.24
C -2.507 0.660 -0.167  -0.09
C 0.987 0.675 -0.004  0.47
C -1.380 1.125 0.449  -0.13
H 3.039 0.545 -0.373  0.18
F 1.175 1.585 0.954  -0.30
C 2.061 0.115 -0.501  0.14
N -2.236 -0.086 -1.299  -0.44
H 1.094 -2.279 2.199  0.56
H -3.679 0.773 -0.096  0.24
C -0.929 -0.208 -1.284  0.19
F 2.062 -0.928 -1.299  -0.31

10.
C5H5FN | ωB97M-V with the def2-TZVPD basis set

Calculated values
**Lowest unoccupied orbital energy (alpha / beta)**: -4.84 / -8.53 eV
**Orbital gap (alpha / beta)**: 7.27 / 8.45 eV
**Multiplicity**: 3
**HOMO energy (alpha / beta)**: -12.11 / -16.98 eV
**Total charge**: +1
**Relative energy (zero: lowest compared OMol25 entry of this formula, charge and spin)**: 338.3 kJ/mol

Each line ends with the natural charge from an NBO analysis.
Positions of all 12 atoms, in Å:
H 0.344 2.217 -0.120  0.27
H -0.571 -1.856 0.356  0.27
C -0.921 -1.031 -0.188  -0.44
C -0.379 0.274 -0.149  0.15
C 0.590 1.150 -0.309  0.19
N 1.847 0.715 -0.224  -0.44
H -1.165 -1.406 -1.187  0.27
C -1.721 0.092 0.333  -0.41
H -2.545 0.358 -0.187  0.26
H -1.900 0.182 1.399  0.26
F 3.764 -0.660 0.130  -0.19
C 2.658 -0.036 0.146  0.81

11.
C5H5FNO3S | ωB97M-V with the def2-TZVPD basis set

Calculated values
**Lowest unoccupied orbital energy (alpha / beta)**: 3.52 / 2.11 eV
**Orbital gap (alpha / beta)**: 3.20 / 7.14 eV
**Multiplicity**: 3
**HOMO energy (alpha / beta)**: 0.32 / -5.03 eV
**Total charge**: -1

Each line ends with the natural charge from an NBO analysis.
Positions of all 16 atoms, in Å:
C -1.033 -1.848 1.276  0.35
C 0.643 0.749 -0.986  -0.68
C -0.341 0.320 0.084  -0.22
N -0.454 -1.112 0.096  -0.53
O -0.332 -2.831 -1.420  -0.70
H -0.969 -2.880 0.828  0.17
H -1.460 0.736 -0.101  0.20
F -0.298 -1.573 2.463  -0.38
H 0.536 1.699 -1.286  0.21
H 1.803 0.624 -0.917  0.21
C -0.130 -1.687 -1.043  0.43
O 2.108 -3.056 -2.117  -0.58
C 1.239 -3.830 -2.184  1.04
H -0.051 0.802 1.152  0.20
O 0.760 -4.901 -2.251  -0.60
S 0.224 -0.403 -2.325  -0.12

12.
C5H5FNO5S | ωB97M-V with the def2-TZVPD basis set

Calculated values
**Lowest unoccupied orbital energy**: 3.51 eV
**Orbital gap**: 8.96 eV
**HOMO energy**: -5.46 eV
**Total charge**: -1
**SMILES**: CCOC(=O)[C@@](F)(C#N)S(=O)(=O)[O-]
**Relative energy (zero: lowest compared OMol25 entry of this formula, charge and spin)**: 66.9 kJ/mol

Each line ends with the natural charge from an NBO analysis.
Positions of all 18 atoms, in Å:
C -1.925 0.556 -0.228  -0.06
H -1.776 -1.566 0.108  0.25
H -2.079 1.238 0.717  0.20
O 0.535 -1.712 -0.393  -0.97
O -0.596 0.675 -0.679  -0.49
O 2.937 -1.580 -0.760  -0.96
O 2.097 -1.175 1.491  -0.93
C 2.785 1.239 0.307  0.25
O 0.126 1.280 1.306  -0.62
C 0.376 0.951 0.163  0.73
N 3.539 1.552 1.128  -0.32
F 1.665 0.811 -1.684  -0.31
H -3.163 -0.858 0.728  0.20
C -2.432 -0.820 -0.031  -0.63
S 1.832 -1.316 0.104  2.41
C 1.654 0.753 -0.378  -0.09
H -2.955 -1.047 -0.921  0.19
H -2.621 1.021 -0.980  0.17

13.
C5H5FNaO4Tl | ωB97M-V with the def2-TZVPD basis set

Calculated values
**Lowest unoccupied orbital energy (alpha / beta)**: -3.37 / -3.39 eV
**Orbital gap (alpha / beta)**: 8.15 / 8.54 eV
**Multiplicity**: 2
**HOMO energy (alpha / beta)**: -11.52 / -11.94 eV
**Total charge**: +1
**Relative energy (zero: lowest compared OMol25 entry of this formula, charge and spin)**: 0.0 kJ/mol

Each line ends with the Löwdin spin population.
Positions of all 17 atoms, in Å:
H 4.495 -0.366 0.781  0.03
O 1.449 -0.246 -0.686  0.01
Na 1.376 1.953 -0.811  0.00
O -1.748 -0.222 -0.728  0.00
C 2.285 -0.715 0.301  0.10
C -1.846 1.111 -0.515  0.00
H -2.558 -1.803 0.532  0.00
C -2.728 -0.844 0.054  0.00
F 3.525 1.333 0.180  0.13
C -3.610 0.123 0.350  0.00
O -3.018 1.342 0.063  0.00
H 1.947 -0.612 1.362  0.03
H 2.310 -1.899 0.329  0.01
Tl 0.073 -1.127 -1.571  0.01
O -0.931 1.884 -0.631  0.00
H -4.620 0.126 0.742  0.00
C 3.600 -0.039 0.248  0.67

14.
C5H5FO | ωB97M-V with the def2-TZVPD basis set

Calculated values
**Lowest unoccupied orbital energy**: 1.01 eV
**Orbital gap**: 11.27 eV
**HOMO energy**: -10.26 eV
**SMILES**: C#C[C@H]1O[C@@H]1CF
**Relative energy (zero: lowest compared OMol25 entry of this formula, charge and spin)**: 268.3 kJ/mol

Each line ends with the natural charge from an NBO analysis.
Positions of all 12 atoms, in Å:
H 1.033 0.826 0.090  0.20
H -2.327 3.328 -1.610  0.26
C -1.502 1.362 -0.634  -0.06
C 0.466 -0.046 0.218  0.03
H 0.999 -0.616 2.154  0.17
F 2.219 -1.470 0.939  -0.35
H -1.747 -0.411 0.380  0.21
C 0.941 -1.080 1.163  0.04
C -1.869 2.412 -1.147  -0.20
O -0.087 -0.581 -0.959  -0.45
C -0.949 0.135 -0.087  -0.02
H 0.249 -1.947 1.126  0.18

15.
C5H5FO2 | ωB97M-V with the def2-TZVPD basis set

Calculated values
**Lowest unoccupied orbital energy**: -1.01 eV
**Orbital gap**: 9.19 eV
**HOMO energy**: -10.20 eV
**SMILES**: C=C(C=O)C(=O)CF
**Relative energy (zero: lowest compared OMol25 entry of this formula, charge and spin)**: 225.1 kJ/mol

Each line ends with the natural charge from an NBO analysis.
Positions of all 13 atoms, in Å:
C -0.940 0.299 -1.478  0.39
C -0.786 -0.165 1.937  -0.04
H -1.661 0.861 -0.883  0.15
C 0.315 -0.071 -0.742  -0.28
O 1.466 -0.075 1.303  -0.54
H 2.530 -0.261 -0.863  0.23
C 0.354 -0.112 0.777  0.51
H -0.463 -0.799 2.780  0.22
F -2.110 -0.489 1.367  -0.38
O -1.138 0.006 -2.703  -0.51
H 1.626 0.012 -2.527  0.23
C 1.564 -0.177 -1.358  -0.18
H -0.754 0.970 2.389  0.20

16.
C5H5FOS | ωB97M-V with the def2-TZVPD basis set

Calculated values
**Lowest unoccupied orbital energy**: -0.97 eV
**Orbital gap**: 7.87 eV
**HOMO energy**: -8.84 eV
**Relative energy (zero: lowest compared OMol25 entry of this formula, charge and spin)**: 538.9 kJ/mol

Each line ends with the natural charge from an NBO analysis.
Positions of all 13 atoms, in Å:
F -2.290 -0.896 -1.060  -0.37
H -2.253 -0.222 0.881  0.20
O -0.538 2.092 -0.519  -0.47
C -0.510 1.027 -0.060  0.63
C -0.184 -1.094 0.284  -0.45
C 1.758 0.621 -0.196  -0.24
H 0.078 -1.364 -0.726  0.25
H 1.385 1.894 -1.141  0.25
C 0.617 0.174 0.649  -0.48
H 0.663 0.687 1.574  0.28
S 3.063 -0.423 -0.566  0.05
C -1.435 -0.338 0.001  0.11
H -0.353 -2.157 0.879  0.25

17.
C5H5FS2 | ωB97M-V with the def2-TZVPD basis set

Calculated values
**Lowest unoccupied orbital energy**: -0.27 eV
**Orbital gap**: 8.27 eV
**HOMO energy**: -8.55 eV
**Relative energy (zero: lowest compared OMol25 entry of this formula, charge and spin)**: 340.2 kJ/mol

Each line ends with the natural charge from an NBO analysis.
Positions of all 13 atoms, in Å:
H -1.650 -0.415 -1.184  0.21
H 0.244 -2.803 0.634  0.24
C 0.339 -0.632 0.054  -0.15
C 0.725 -1.855 0.102  -0.34
F 0.000 2.223 0.763  -0.34
H 1.751 0.323 -1.094  0.23
H 1.693 -1.998 -0.323  0.19
H 1.874 2.695 -0.033  0.21
C -2.259 -0.055 -0.008  -0.51
C 1.100 1.795 0.109  0.28
S -1.044 -0.318 1.287  0.30
S -3.811 0.519 0.002  0.04
C 1.039 0.521 -0.308  -0.37

18.
C5H5FeO15 | ωB97M-V with the def2-TZVPD basis set

Calculated values
**Lowest unoccupied orbital energy (alpha / beta)**: 5.28 / 5.27 eV
**Orbital gap (alpha / beta)**: 8.09 / 7.97 eV
**Multiplicity**: 6
**HOMO energy (alpha / beta)**: -2.81 / -2.70 eV
**Total charge**: -2
**Relative energy (zero: lowest compared OMol25 entry of this formula, charge and spin)**: 171.4 kJ/mol

Each line ends with the natural charge from an NBO analysis.
Positions of all 26 atoms, in Å:
O 4.804 -11.757 -12.224  -0.71
O 6.966 -11.912 -12.817  -0.81
O 9.430 -10.675 -13.583  -0.75
O 10.180 -13.325 -14.907  -0.82
O 6.822 -15.752 -15.356  -0.68
C 7.205 -14.638 -14.740  0.96
H 11.578 -14.870 -10.888  0.48
H 6.435 -15.402 -16.173  0.49
C 8.937 -10.073 -14.577  0.95
C 10.522 -13.620 -11.436  0.98
O 7.675 -14.589 -13.565  -0.73
O 10.818 -14.566 -16.612  -0.77
C 6.088 -11.344 -12.119  0.97
O 9.030 -8.774 -14.885  -0.68
O 11.084 -13.012 -10.509  -0.79
H 9.433 -8.479 -14.049  0.50
Fe 8.554 -12.656 -13.901  2.01
O 8.442 -10.985 -15.276  -0.75
O 10.942 -14.915 -11.621  -0.72
H 4.427 -11.033 -11.694  0.48
O 6.400 -10.491 -11.254  -0.77
H 12.702 -14.508 -15.865  0.48
O 12.375 -13.912 -15.177  -0.71
O 7.243 -13.522 -15.318  -0.77
C 11.074 -13.890 -15.606  0.99
O 9.597 -13.147 -12.151  -0.80